Entry from the OMol25 dataset: an isolated ion of composition C42H33F3N3O and charge +1 at a distorted geometry (ωB97M-V with the def2-TZVPD basis set).

Structure (ORCA input):
```
! wB97M-V def2-TZVPD RIJCOSX def2/J DEFGRID3
* xyz 1 1
C 0.0104 1.4857 -2.4407
O 0.0503 1.4278 -0.9602
C -0.4662 0.3428 -0.1958
C -1.9653 0.1785 -0.5492
C -2.2936 -0.4405 -1.7868
C -3.6113 -0.5542 -2.2408
C -4.6700 -0.1131 -1.4245
C -4.3922 0.4515 -0.1588
C -3.0605 0.6018 0.2562
C 0.3607 -0.8707 -0.4400
N -0.0844 -2.1097 -0.7446
C -1.3282 -2.8047 -0.6090
C -1.5987 -3.8303 -1.5210
C -2.8548 -4.4122 -1.4661
C -3.7890 -4.0139 -0.4989
C -3.4531 -3.0113 0.4208
C -2.1856 -2.4539 0.4395
N 0.9227 -2.9188 -1.2240
C 2.0158 -2.2233 -1.1914
C 3.3421 -2.8240 -1.4230
C 4.5602 -2.3222 -0.9178
C 5.7757 -2.9642 -1.2306
C 5.7916 -4.1126 -2.0191
C 4.5736 -4.6734 -2.4378
C 3.3570 -4.0410 -2.1275
N 1.7151 -0.8825 -0.8504
C 2.5977 0.1809 -1.1947
C 2.8755 1.1328 -0.2432
C 3.6489 2.2457 -0.5869
C 4.3001 2.2476 -1.8326
C 4.1845 1.1743 -2.7231
C 3.2813 0.1486 -2.4253
C -0.1674 1.2855 1.2243
C 0.0546 0.5370 2.5142
C 1.4089 0.4422 3.0050
C 1.6935 0.0227 4.3097
C 0.6636 -0.5243 5.0879
C -0.6707 -0.5445 4.5872
C -0.9695 0.0034 3.3268
C -1.0636 2.4840 1.4444
C -1.4390 3.2907 0.3327
C -2.2081 4.4561 0.4744
C -2.6545 4.8331 1.7502
C -3.3732 6.1152 1.9472
F -4.4818 6.0341 2.7440
F -3.7627 6.7331 0.7703
F -2.4957 6.9646 2.6091
C -2.2913 4.0759 2.8515
C -1.5381 2.9243 2.7127
H 0.7448 2.2723 -2.7281
H 0.2866 0.5093 -2.9203
H -0.9952 1.8713 -2.8434
H -1.5270 -0.8206 -2.4588
H -3.8375 -0.9681 -3.2389
H -5.7032 -0.2423 -1.7313
H -5.2080 0.8044 0.5175
H -2.8404 1.0867 1.2099
H -0.8505 -4.1090 -2.2662
H -3.1248 -5.1730 -2.2123
H -4.7807 -4.4383 -0.4790
H -4.1977 -2.6318 1.1217
H -1.8473 -1.7131 1.1607
H 4.5725 -1.4069 -0.3193
H 6.7087 -2.5493 -0.8555
H 6.7460 -4.5781 -2.2953
H 4.5642 -5.5988 -3.0117
H 2.4080 -4.4637 -2.4743
H 2.5199 0.9627 0.7598
H 3.7267 3.0616 0.1237
H 4.8963 3.1202 -2.1108
H 4.7732 1.1135 -3.6449
H 3.0984 -0.6789 -3.1184
H 0.8884 1.7809 0.8617
H 2.2109 0.8017 2.3704
H 2.7686 0.0488 4.6338
H 0.9202 -1.0919 5.9583
H -1.4846 -1.0271 5.2020
H -2.0239 0.0526 3.0152
H -1.1943 2.9766 -0.6710
H -2.5013 5.0361 -0.3858
H -2.6557 4.4194 3.8359
H -1.3768 2.3983 3.6501
*
```

E_HOMO ... -11.4 eV
M ... 652.74 g/mol
SMILES ... CO[C@@](c1ccccc1)(c1n(-c2ccccc2)nc(-c2ccccc2)[n+]1-c1ccccc1)[C@H](c1ccccc1)c1ccc(C(F)(F)F)cc1
LUMO ... -0.1272 Ha
Total energy ... -2159.08522 a.u.



Entry from the OMol25 dataset: a 7-piece molecular cluster, C42H33NO16 overall at a distorted geometry (ωB97M-V with the def2-TZVPD basis set).

Structure (ORCA input):
```
! wB97M-V def2-TZVPD RIJCOSX def2/J DEFGRID3
* xyz 0 1
C -4.2493 -0.2134 -2.1978
C -3.4840 -1.3204 -1.4529
C -2.2402 -0.8307 -0.7158
C -1.1596 -1.9205 -0.7778
O -2.5046 -0.6135 0.7067
C -2.9532 0.5976 0.9608
O -4.0651 0.9819 0.7704
O -2.0374 1.4876 1.5592
O -1.1495 1.9721 0.5386
C -1.6892 2.9667 -0.0850
N -2.1497 3.6177 -0.9306
H -4.1446 0.7322 -1.6902
H -3.8278 -0.1197 -3.1865
H -5.2988 -0.4553 -2.2548
H -4.0998 -1.8542 -0.7411
H -3.1197 -2.0140 -2.1928
H -1.8375 0.0430 -1.2184
H -0.6506 -1.9032 0.1802
H -0.4937 -1.7347 -1.6079
H -1.6398 -2.8756 -0.8816
O -0.7717 1.3330 5.5306
C -1.3336 2.4077 5.5638
C -1.3453 3.2311 6.7972
C -1.9624 4.4084 6.8336
C -2.6632 4.9488 5.6424
O -3.2237 6.0225 5.6751
C -2.6509 4.1236 4.4078
C -2.0337 2.9452 4.3706
H -0.8326 2.8237 7.6564
H -1.9832 5.0222 7.7253
H -3.1689 4.5344 3.5498
H -2.0132 2.3290 3.4785
O 2.3386 4.2506 -2.8624
C 1.7405 3.2499 -3.1896
C 2.4313 2.1269 -3.8744
C 1.7732 1.0259 -4.2293
C 0.3222 0.8737 -3.9571
O -0.2753 -0.1317 -4.2780
C -0.3682 1.9952 -3.2760
C 0.2886 3.0952 -2.9181
H 3.4899 2.2552 -4.0629
H 2.2599 0.1958 -4.7280
H -1.4276 1.8670 -3.0863
H -0.1983 3.9201 -2.4166
O -0.7436 3.4042 9.8983
C 0.4016 3.5693 10.2646
C 0.7680 4.6941 11.1589
C 2.0235 4.8762 11.5579
C 3.1098 3.9606 11.1264
O 4.2519 4.1254 11.4912
C 2.7415 2.8349 10.2310
C 1.4858 2.6534 9.8324
H -0.0384 5.3494 11.4625
H 2.3128 5.6905 12.2095
H 3.5472 2.1792 9.9269
H 1.1966 1.8382 9.1804
O 1.3385 -2.4175 -2.1413
C 2.4148 -1.9899 -1.7824
C 2.5116 -0.7861 -0.9191
C 3.6908 -0.3123 -0.5269
C 4.9591 -0.9679 -0.9349
O 6.0319 -0.5376 -0.5762
C 4.8609 -2.1716 -1.7985
C 3.6814 -2.6453 -2.1902
H 1.5759 -0.3229 -0.6315
H 3.7841 0.5639 0.1021
H 5.7965 -2.6339 -2.0859
H 3.5875 -3.5210 -2.8195
O -2.2005 -4.4000 -2.5566
C -2.3056 -5.5008 -2.0605
C -1.2969 -6.0048 -1.0962
C -1.4086 -7.2128 -0.5511
C -2.5469 -8.1062 -0.8831
O -2.6490 -9.2051 -0.3853
C -3.5556 -7.6005 -1.8481
C -3.4437 -6.3924 -2.3930
H -0.4752 -5.3373 -0.8678
H -0.6843 -7.6006 0.1537
H -4.3771 -8.2669 -2.0774
H -4.1679 -6.0041 -3.0978
O 0.9194 -0.8609 -10.8489
C 1.5751 -0.8946 -9.8323
C 1.8671 -2.1775 -9.1450
C 2.5863 -2.2129 -8.0270
C 3.1280 -0.9726 -7.4210
O 3.7846 -1.0053 -6.4011
C 2.8369 0.3103 -8.1065
C 2.1178 0.3468 -9.2245
H 1.4631 -3.0708 -9.6035
H 2.8095 -3.1370 -7.5095
H 3.2409 1.2038 -7.6471
H 1.8945 1.2715 -9.7410
*
```

E_HOMO ... -10.1 eV
M ... 807.72 g/mol
SMILES ... CC[C@H](C)OC(=O)OOC#N.O=C1C=CC(=O)C=C1.O=C1C=CC(=O)C=C1.O=C1C=CC(=O)C=C1.O=C1C=CC(=O)C=C1.O=C1C=CC(=O)C=C1.O=C1C=CC(=O)C=C1
LUMO ... -0.0650 Ha
Total energy ... -2878.47501 a.u.



Entry from the OMol25 dataset: C42H34Cl4N9O9Tl as an isolated structure at a distorted geometry (ωB97M-V with the def2-TZVPD basis set).

Structure (ORCA input):
```
! wB97M-V def2-TZVPD RIJCOSX def2/J DEFGRID3
* xyz 0 1
Tl 8.7665 16.5724 14.1513
Cl 10.4453 13.9371 7.0376
C 10.5228 14.0092 8.7205
C 11.2631 12.9465 9.4098
Cl 12.6154 12.1998 8.6086
C 10.8683 12.5317 10.6488
Cl 11.2614 10.9707 11.3042
C 10.0991 13.3827 11.5588
O 9.8981 13.0847 12.7189
C 9.4360 14.6666 10.9111
O 8.9880 15.5827 11.6174
C 9.6394 14.7515 9.4662
Cl 8.4900 15.8064 8.6436
N 9.3519 18.6206 15.9887
C 8.6173 19.4464 16.3594
N 8.0179 20.5196 16.8464
C 8.1612 20.7019 18.2879
C 8.0519 22.1791 18.6865
C 6.7222 22.7756 18.1247
C 6.7393 22.6191 16.5961
C 6.9585 21.2173 16.1271
H 9.1527 20.2950 18.5753
H 7.4247 20.1394 18.8666
H 8.9343 22.7139 18.2978
H 8.1090 22.2210 19.7946
H 6.6448 23.8000 18.4277
H 5.7721 22.3130 18.5230
H 7.5510 23.2748 16.2608
H 5.8141 22.9816 16.1217
H 7.2802 21.1854 15.0459
H 6.0377 20.6469 16.2490
O 8.3547 21.1439 13.3190
C 8.6110 19.9848 12.9313
O 8.1793 18.8600 13.2641
C 9.7266 20.0456 11.8002
C 10.4131 18.9104 11.3975
C 11.5609 19.0488 10.6307
C 11.8004 20.2514 9.9635
C 11.0690 21.3671 10.3267
C 10.0412 21.3458 11.2979
N 11.1807 22.6224 9.5925
O 10.4539 23.5947 9.8590
O 11.9927 22.5490 8.6875
N 12.5846 18.0195 10.5286
O 13.6945 18.3319 10.0715
O 12.3241 16.9128 11.0131
H 10.0827 17.8580 11.6784
H 12.5381 20.3912 9.2190
H 9.4932 22.2429 11.6411
C 14.6729 17.6069 19.8872
N 13.6923 16.5660 19.6299
N 13.0441 16.6534 18.3887
C 11.7897 16.0728 18.4838
O 10.9951 15.8363 17.5798
C 11.6149 15.7389 19.9212
C 12.7611 16.1678 20.5589
C 13.2108 15.9264 21.9819
C 13.7515 16.7582 17.1202
C 13.0542 17.3679 16.0405
C 13.8170 17.9672 15.0185
C 15.2015 17.8643 15.0456
C 15.8720 17.1059 16.0444
C 15.1717 16.4752 17.0582
H 14.7033 17.8832 20.9493
H 14.4618 18.4806 19.2512
H 15.7011 17.2635 19.6649
H 10.6607 15.5328 20.3411
H 12.5359 15.1810 22.4940
H 13.1874 16.8339 22.5542
H 14.2787 15.5622 21.9792
H 11.9738 17.2843 16.1252
H 13.3316 18.6187 14.2545
H 15.7511 18.2835 14.2233
H 16.9150 17.0553 16.0849
H 15.6403 15.7377 17.6872
N 14.3034 10.9544 17.8249
C 15.4277 10.1088 18.0084
C 16.0241 9.4762 19.0199
C 17.2191 8.7871 18.7200
C 17.7319 8.6621 17.4409
C 17.1067 9.2484 16.3528
C 15.9705 10.0488 16.6828
N 15.2318 10.7581 15.8048
C 14.2623 11.3308 16.5017
C 13.2586 12.1970 15.9156
C 12.1814 12.7239 16.6298
C 11.3177 13.6167 15.9809
N 11.5898 14.1110 14.7823
C 12.4998 13.4968 14.0670
C 13.3865 12.5793 14.5975
H 13.6913 11.2389 18.6424
H 15.5527 9.4684 20.0171
H 17.8334 8.4279 19.5433
H 18.6174 7.9526 17.3186
H 17.4363 9.1402 15.3256
H 12.0899 12.5105 17.6926
H 10.3887 14.0077 16.4330
H 12.4932 13.7005 13.0054
H 14.1484 12.0736 14.0186
*
```

E_HOMO ... -8.1 eV
Relative energy (zero: lowest compared OMol25 entry of this formula, charge and spin) ... 3.322 eV
M ... 1154.98 g/mol
LUMO ... -0.1036 Ha
Total energy ... -4803.80203 a.u.